No. 1
# C15H30CrIO2P2

A molecular structure, C15H30CrIO2P2 at a distorted geometry (ωB97M-V with the def2-TZVPD basis set, the OMol25 dataset).

Calculated values
ΔE to the lowest compared entry with this formula, charge and spin   18.06 kcal/mol
Orbital gap (spin up / spin down)   0.1794 / 0.1847 Eh
Net charge   +2
LUMO (spin up / spin down)   -0.3557 / -0.3595 Eh
Multiplicity   4

The geometry in XYZ format:
```
51
C15H30CrIO2P2 ωB97M-V with the def2-TZVPD basis set
C 1.5428 -5.0276 -0.4309
C 0.8640 -4.4567 0.6812
H 1.7495 -6.1069 -0.2569
H 2.4879 -4.4659 -0.5957
H 0.9169 -4.8864 -1.3388
O 0.3645 -4.4586 1.7372
I 1.5766 -0.9313 -2.8003
Cr 0.5370 -1.0723 -0.5307
P -1.6824 -1.2954 -1.2242
C -2.9516 -0.8182 -0.0184
C -2.0290 -0.1615 -2.6108
H -3.0876 -0.2341 -2.8919
H -3.1460 -3.0431 -2.0176
H -1.3860 -0.3974 -3.4647
H -1.4554 -3.2539 -2.5935
H -2.7344 0.1967 0.3326
H -1.8037 0.8588 -2.2775
C -2.0854 -2.9779 -1.7394
H -3.9326 -0.8390 -0.5097
H -1.8803 -3.6668 -0.9094
H -2.9452 -1.4969 0.8416
P 2.3420 -0.2220 0.6844
C 1.9531 0.4887 2.3081
C 3.6319 -1.4524 0.9696
H 3.4479 0.8960 -1.1706
H 3.8879 1.6279 0.4172
H 2.2897 1.9531 -0.3318
C 3.0765 1.2027 -0.1876
H 4.0286 -1.7884 0.0041
H 4.4379 -1.0202 1.5779
H 2.8549 0.9677 2.7102
H 1.5977 -0.2859 2.9965
H 3.1971 -2.3135 1.4942
H 1.1621 1.2361 2.1807
C -0.1096 -1.7420 1.2106
O -0.5746 -1.8942 2.2749
C -0.3185 3.7548 1.5786
C -1.0111 3.2118 0.3279
C -2.5214 3.1656 0.5595
C -0.6865 4.0930 -0.8818
C -0.5287 1.8688 0.0629
C -0.1280 0.7177 -0.1392
H -0.7124 4.7462 1.8362
H 0.7611 3.8439 1.4051
H -0.4788 3.0895 2.4368
H -2.9002 4.1604 0.8251
H -3.0330 2.8301 -0.3510
H -2.7731 2.4746 1.3743
H 0.3970 4.1125 -1.0546
H -1.1708 3.6912 -1.7808
H -1.0380 5.1207 -0.7196
```

No. 2
# C15H30F5NO2P2TeTi

A molecular structure, C15H30F5NO2P2TeTi at a distorted geometry (ωB97M-V with the def2-TZVPD basis set, the OMol25 dataset).

Calculated values
Orbital gap   0.0981 Eh
LUMO   -0.0723 Eh
Multiplicity   1

The geometry in XYZ format:
```
57
C15H30F5NO2P2TeTi ωB97M-V with the def2-TZVPD basis set
Ti 1.2422 1.6688 0.3984
P -3.2062 -1.5768 0.0722
P 4.2194 0.5520 -0.4179
N 0.0182 1.6449 -0.8258
H -2.2376 -1.7413 1.5245
C -3.9260 0.0740 0.0975
H -4.7319 0.1121 -0.6502
H -3.1480 0.8103 -0.1442
H -4.3223 0.2868 1.1030
C -4.4962 -2.8347 0.2297
H -5.4592 -2.3801 -0.0553
H -4.5177 -3.1774 1.2803
H -4.2486 -3.6745 -0.4420
C -2.2659 -1.8775 -1.4313
H -2.2954 -2.9487 -1.6714
H -1.2315 -1.5622 -1.2516
H -2.6891 -1.2954 -2.2592
C 5.0551 2.1196 -0.2987
H 6.1411 1.9860 -0.3854
H 4.8229 2.5643 0.6773
H 4.7128 2.7970 -1.0918
C 4.5754 -0.4649 0.9939
H 5.6207 -0.7883 0.9342
H 3.9263 -1.3464 1.0088
H 4.4181 0.1069 1.9120
C 4.5212 -0.3098 -1.9479
H 5.6006 -0.3692 -2.1457
H 4.0304 0.2031 -2.7868
H 4.1182 -1.3304 -1.8810
C -0.7444 1.5477 -1.9198
C -2.8163 2.0020 -3.1422
C -1.9955 2.2286 -2.0463
C -0.3155 0.7469 -3.0217
C -1.1407 0.5341 -4.1116
C -2.4130 1.1204 -4.1585
H -3.7716 2.5274 -3.2176
H -2.2572 2.9342 -1.2511
H 0.6864 0.3175 -2.9380
H -0.7892 -0.0836 -4.9394
H -3.0747 0.9251 -5.0050
C -1.3733 -1.2116 1.8917
O -0.8206 -0.3451 1.0446
C -1.7996 -0.5795 3.2593
H -0.9192 -0.1213 3.7287
H -2.2190 -1.3493 3.9186
H -2.5413 0.2042 3.0865
C -0.3351 -2.2747 2.3587
H 0.4870 -1.7437 2.8536
H 0.0684 -2.7879 1.4845
H -0.7986 -2.9925 3.0435
F 3.0251 0.5941 4.6183
Te 2.0813 2.0551 3.8879
F 1.4448 3.4270 0.7701
F 0.5128 1.2521 4.7446
F 3.6085 2.0223 2.6269
F 1.2871 0.9369 2.3207
O 2.6763 0.8657 -0.4325
```

No. 3
# C15H30F9O23P2S3Zn

A molecular structure, C15H30F9O23P2S3Zn at a distorted geometry (ωB97M-V with the def2-TZVPD basis set, the OMol25 dataset).

Calculated values
Orbital gap   0.3667 Eh
Net charge   -1
LUMO   0.0668 Eh
Multiplicity   1

The geometry in XYZ format:
```
83
C15H30F9O23P2S3Zn ωB97M-V with the def2-TZVPD basis set
Zn -1.8727 0.2280 -3.4350
C 1.5242 2.2431 -4.8690
F 1.5956 3.0235 -3.8035
F 2.3438 2.7319 -5.7910
F 1.8919 1.0115 -4.5631
S -0.2115 2.2744 -5.5463
O -0.9409 1.3147 -4.7192
O -0.6728 3.6400 -5.3564
O -0.1330 1.8648 -6.9352
C 0.3595 -0.7754 0.2543
F 1.4328 -0.9602 1.0124
F -0.3637 -1.8827 0.1882
F -0.3728 0.1824 0.8546
S 0.8353 -0.1777 -1.4628
O 1.5894 1.0424 -1.2206
O 1.5286 -1.2891 -2.0787
O -0.4875 0.1429 -2.0324
C -3.9277 -2.8396 -0.8748
F -4.9484 -3.6046 -0.5616
F -3.5842 -2.1079 0.2092
F -2.8315 -3.5389 -1.2107
S -4.3432 -1.7146 -2.3430
O -4.3847 -2.5891 -3.4904
O -5.6254 -1.1493 -1.9891
O -3.2453 -0.7325 -2.3658
C 2.3865 -1.1421 3.8538
O 1.9014 -2.4821 3.8842
P 0.3427 -2.7757 4.1775
O 0.0128 -2.7830 5.6175
O 0.1360 -4.1524 3.4195
C 0.5798 -4.3900 2.0981
O -0.5248 -1.7246 3.3130
C -1.9306 -1.7873 3.4543
H 3.1350 -1.0344 3.0678
H 2.9663 -1.0189 4.7759
H 1.6140 -0.3810 3.7776
H -0.2897 -4.5626 1.4567
H 1.1590 -5.3132 2.0770
H 1.1450 -3.6080 1.5916
H -2.2712 -2.1107 4.4407
H -2.4747 -2.3324 2.6850
H -2.3352 -0.7709 3.4234
C 4.9997 0.4814 -2.6470
O 5.9460 -0.5775 -2.4985
P 6.3226 -1.0695 -1.0251
O 6.8981 -0.0898 -0.0890
O 7.3025 -2.2969 -1.3036
C 8.6113 -2.1031 -1.8134
O 4.9581 -1.7716 -0.5343
C 5.0596 -2.4519 0.7328
H 5.2586 1.4080 -2.1320
H 3.9789 0.2749 -2.3205
H 4.9468 0.6460 -3.7210
H 8.8975 -3.0231 -2.3247
H 9.3235 -1.8059 -1.0478
H 8.5868 -1.3767 -2.6329
H 4.8671 -1.6799 1.4818
H 6.0521 -2.8514 0.9474
H 4.3338 -3.2582 0.7682
C -2.2594 2.2530 2.6350
O -3.3348 1.9286 3.5396
C -4.1316 2.8502 4.0181
O -4.0704 4.0485 3.8720
O -5.0751 2.2431 4.7439
C -6.2322 2.9655 5.1044
H -1.9360 1.2796 2.2869
H -1.4815 2.7491 3.2092
H -2.6199 2.8656 1.8127
H -7.0044 2.8746 4.3403
H -6.0118 4.0284 5.2050
H -6.6026 2.5831 6.0502
C -5.2608 2.6437 -2.4180
O -4.2257 3.2788 -1.7167
C -2.9865 2.8864 -1.8405
O -2.6354 1.9803 -2.5721
O -2.2210 3.5490 -1.0017
C -0.7918 3.3344 -1.0884
H -5.2633 2.7829 -3.5018
H -6.1905 3.0405 -2.0142
H -5.3262 1.5568 -2.3001
H -0.5104 2.9678 -2.0683
H -0.5340 2.6053 -0.3222
H -0.3461 4.2813 -0.7970
```

No. 4
# C15H30HfN2O3P2

A molecular structure, C15H30HfN2O3P2 at a distorted geometry (ωB97M-V with the def2-TZVPD basis set, the OMol25 dataset).

Calculated values
Orbital gap (spin up / spin down)   0.1356 / 0.1358 Eh
LUMO (spin up / spin down)   -0.0540 / -0.0538 Eh
Multiplicity   1

The geometry in XYZ format:
```
53
C15H30HfN2O3P2 ωB97M-V with the def2-TZVPD basis set
Hf 0.0483 -0.1739 0.7419
P 2.9893 -0.2349 0.2296
P -2.8042 0.1834 0.4788
N 0.1178 0.5093 -1.0770
H 1.6729 0.6886 0.4334
C 3.3973 -1.7797 -0.6945
H 4.5151 -1.8814 -0.6199
H 3.0838 -1.6402 -1.7592
H 2.8949 -2.6698 -0.2387
C 3.9478 -0.2347 1.7764
H 4.9974 -0.4125 1.4650
H 3.5246 -1.0505 2.4165
H 3.7606 0.7611 2.2393
C 3.3908 1.1734 -0.8221
H 4.5069 1.2456 -0.8036
H 2.8793 2.0529 -0.3510
H 2.9495 0.9747 -1.8335
C -3.8270 -1.1008 -0.3139
H -4.8887 -0.8612 -0.1770
H -3.5970 -2.0796 0.1195
H -3.5836 -1.1243 -1.3838
C -3.5221 0.2460 2.1578
H -4.6127 0.3184 2.0647
H -3.1251 1.1236 2.6839
H -3.2517 -0.6553 2.7229
C -3.4269 1.7086 -0.2918
H -4.5052 1.7937 -0.1119
H -3.2197 1.6769 -1.3672
H -2.8993 2.5660 0.1392
C 0.0627 1.3254 -2.1185
C -0.0010 1.7541 -4.4972
C 0.0216 0.8476 -3.4759
C -0.0168 2.7278 -1.9026
C -0.0333 3.6089 -2.9628
C -0.0218 3.1226 -4.2946
H -0.0019 1.3643 -5.5367
H -0.0064 -0.2276 -3.6099
H -0.0754 3.0786 -0.8643
H -0.0550 4.6671 -2.7791
H -0.0336 3.8227 -5.1164
C -0.7697 -3.0580 1.6645
O -0.9652 -2.0720 0.7373
C 0.4244 -3.8835 1.3376
H 0.9775 -4.0784 2.2663
H 1.1611 -3.4061 0.6648
H 0.1461 -4.8358 0.8946
C -0.8805 -2.5201 3.0483
H -1.8892 -2.6557 3.4486
H -0.6011 -1.4420 3.2130
H -0.1392 -3.0682 3.6461
O 0.9076 1.3507 3.7735
N 0.5747 0.8322 2.7427
O -0.1990 1.6219 1.8970
```

No. 5
# C15H30O4S

A single C15H30O4S molecule at a distorted geometry (ωB97M-V with the def2-TZVPD basis set, the OMol25 dataset).

Calculated values
ΔE to the lowest compared entry with this formula, charge and spin   231.22 kcal/mol
Orbital gap   0.3489 Eh
LUMO   0.0177 Eh
SMILES string   COC[C@H](CCCCCCOC(C)=O)OCCCCS
Multiplicity   1

The geometry in XYZ format:
```
50
C15H30O4S ωB97M-V with the def2-TZVPD basis set
C 4.2812 -2.5814 -0.1421
O 3.6504 -1.3163 -0.6230
C 2.3172 -1.3308 0.0661
C 1.3157 -0.2664 -0.7468
C 0.6214 -1.1374 -1.9496
C -0.9047 -1.6532 -1.6442
C -1.1340 -2.3033 -0.1555
C -1.7401 -1.2610 0.9634
C -3.1657 -1.7199 1.6311
C -4.4099 -0.8380 0.9469
O -4.1862 -0.6831 -0.4986
C -4.2335 0.7229 -0.9281
C -3.4307 1.9835 -0.2546
O -4.9924 0.9992 -2.0247
O 2.1838 0.8345 -1.1918
C 1.4245 2.0428 -1.5464
C 0.8334 2.8951 -0.2779
C 1.4930 2.5309 1.1775
C 3.1222 2.6915 1.2653
S 3.7391 1.5876 2.6972
H 5.4282 -2.6010 -0.3975
H 3.7377 -3.5490 -0.5643
H 4.0683 -2.5996 1.0315
H 1.9403 -2.4415 -0.0172
H 2.4828 -0.9558 1.1638
H 0.4997 0.1163 0.0143
H 0.5686 -0.4364 -2.9110
H 1.3055 -2.0748 -2.2226
H -1.1239 -2.5293 -2.4242
H -1.7271 -0.8371 -1.8543
H -0.1848 -2.8024 0.3182
H -1.9449 -3.1690 -0.2777
H -0.9647 -1.1739 1.8641
H -1.7972 -0.2083 0.4546
H -3.3673 -2.8727 1.6321
H -3.1145 -1.3984 2.7787
H -4.5571 0.1625 1.5378
H -5.3946 -1.4829 1.1389
H -2.7879 1.7214 0.6874
H -2.7318 2.4810 -1.0558
H -4.2295 2.7821 0.0920
H 0.5927 1.7821 -2.3612
H 2.1779 2.7743 -2.1145
H 0.9796 4.0515 -0.5302
H -0.3468 2.7166 -0.2738
H 0.9921 3.2770 1.9636
H 1.2326 1.4477 1.5773
H 3.7030 2.3265 0.3172
H 3.3444 3.8347 1.5121
H 4.4344 0.4613 2.1565
```

No. 6
# C15H31BF4P2Pd

A molecular structure, C15H31BF4P2Pd at a distorted geometry (ωB97M-V with the def2-TZVPD basis set, the OMol25 dataset).

Calculated values
ΔE to the lowest compared entry with this formula, charge and spin   0.00 kcal/mol
Orbital gap (spin up / spin down)   0.2356 / 0.1128 Eh
Net charge   +2
LUMO (spin up / spin down)   -0.2529 / -0.4451 Eh
Multiplicity   5

The geometry in XYZ format:
```
54
C15H31BF4P2Pd ωB97M-V with the def2-TZVPD basis set
P 2.4790 -1.0973 -0.0332
P -0.1496 -2.6309 0.7447
C 2.6637 -2.7777 0.7707
C 1.4188 -3.6381 0.5580
H 2.8702 -2.6112 1.8383
H 3.5491 -3.2502 0.3198
H 1.3999 -4.0951 -0.4427
H 1.3648 -4.4442 1.3044
C -0.2013 -2.7120 2.5821
H -1.1843 -2.3776 2.9327
H 0.5698 -2.0755 3.0305
H -0.0404 -3.7552 2.8836
C -1.3229 -3.9873 0.3856
H -1.1205 -4.8177 1.0741
H -1.1934 -4.3163 -0.6518
H -2.3470 -3.6224 0.5276
C 4.1148 -0.4277 0.4179
H 4.2365 0.5537 -0.0566
H 4.8880 -1.1217 0.0608
H 4.1736 -0.3184 1.5073
C 2.8692 -1.6876 -1.7311
H 2.0575 -2.3058 -2.1341
H 3.7956 -2.2776 -1.6803
H 3.0184 -0.8247 -2.3904
Pd -1.3354 2.7446 -0.5969
C -2.3627 0.7301 -0.4949
C -1.9806 1.0995 0.7938
C -0.7708 0.6603 1.5485
C 0.5129 1.5251 1.3848
C 0.7070 2.1218 0.0305
C 0.4168 1.5049 -1.1925
C -0.0584 0.0981 -1.3261
C -1.5897 -0.1012 -1.4610
C -0.9754 4.3070 -1.8062
H -3.4030 0.9315 -0.7717
H -2.7554 1.5718 1.4067
H -0.5442 -0.3971 1.3277
H -1.0270 0.6742 2.6204
H 0.4215 2.3571 2.1002
H 1.3987 0.9484 1.6959
H 1.2971 3.0362 -0.0137
H 0.7648 2.0067 -2.0966
H 0.2470 -0.4492 -0.4190
H 0.4455 -0.3850 -2.1784
H -1.8813 0.1858 -2.4833
H -1.8286 -1.1710 -1.3531
H -1.8534 4.4296 -2.4633
H -0.0510 4.0874 -2.3632
H -0.8793 5.1826 -1.1457
F -3.4757 3.3953 -0.0488
B -4.1960 4.6427 -0.5322
F -5.4415 4.6168 0.1118
F -3.4015 5.7358 -0.1594
F -4.3101 4.5291 -1.9319
```

- What is the formula in the second record?
  C15H30F5NO2P2TeTi

- multiplicity of number 6 (C15H31BF4P2Pd)?
  5

- What is the formula in the second record?
  C15H30F5NO2P2TeTi